Entry from the OMol25 dataset: a molecular structure, C23H18N7O2PPt (the ωB97M-V functional and the def2-TZVPD basis).

The HOMO energy is -14.44 eV. As for the frontier orbital gap: 5.30 eV. As for the net charge: +2. The value obtained for the relative energy (zero: lowest compared OMol25 entry of this formula, charge and spin) is 20.8 kcal per mole.

Structure (XYZ):
```
52
Properties=species:S:1:pos:R:3:nbo_charge:R:1
Pt -0.307 -1.095 0.281 1.122
P -2.444 -0.955 1.069 1.464
O -0.364 2.528 1.522 -0.472
O -0.158 0.293 1.731 -0.761
N 4.497 1.216 -3.086 -0.297
N 3.058 1.199 -1.068 -0.503
N 1.888 -3.849 -5.022 -0.720
N 2.845 -3.379 -2.982 -0.754
N 0.523 -3.197 -3.335 -0.603
N 1.205 -0.219 -0.456 -0.684
N -0.191 -2.548 -1.100 -0.646
C -2.378 -3.748 1.265 -0.179
C -4.652 -0.099 -0.278 -0.150
C -5.565 -0.136 -1.315 -0.198
C -0.828 1.483 1.857 0.753
C -1.781 -4.902 1.686 -0.169
C -4.085 -0.045 3.049 -0.167
C -5.456 -1.109 -2.299 -0.108
C -2.123 1.322 2.579 -0.043
C -2.530 2.238 3.534 -0.163
C -1.792 -2.503 1.615 -0.380
C 3.825 1.215 -2.150 0.397
C -2.916 0.197 2.333 -0.464
C -4.430 -2.052 -2.263 -0.189
C -3.634 -1.063 -0.221 -0.405
C 0.221 -2.840 -2.160 0.667
C 1.768 -3.480 -3.758 0.678
C -3.690 2.000 4.260 -0.137
C -0.567 -4.867 2.403 -0.079
C 0.022 -3.673 2.751 -0.207
C 2.122 0.466 -0.777 0.711
C -3.508 -2.026 -1.238 -0.194
C -4.459 0.866 4.026 -0.179
C -0.588 -2.472 2.389 -0.181
H -3.998 2.703 5.023 0.251
H -2.249 -5.855 1.478 0.256
H -4.702 -0.913 2.849 0.235
H -2.694 -2.739 -1.226 0.232
H -1.927 3.120 3.708 0.261
H -0.205 -1.540 2.779 0.288
H -6.359 0.597 -1.360 0.252
H -3.301 -3.778 0.704 0.248
H -5.358 0.695 4.602 0.251
H -6.169 -1.129 -3.113 0.248
H -4.731 0.664 0.485 0.241
H -4.348 -2.794 -3.045 0.244
H 1.060 -3.888 -5.593 0.441
H 2.774 -4.083 -5.437 0.427
H 0.928 -3.657 3.341 0.259
H -0.111 -5.800 2.709 0.253
H 2.752 -3.161 -2.005 0.421
H 3.770 -3.579 -3.327 0.432
```


Entry from the OMol25 dataset: a molecular structure, C32H39AsN3O7Ti (the ωB97M-V functional and the def2-TZVPD basis).

The HOMO energy is -3.05 eV. As for the frontier orbital gap: 5.24 eV. As for the net charge: -1. The value obtained for the relative energy (zero: lowest compared OMol25 entry of this formula, charge and spin) is 0.0 kcal per mole.

Structure (XYZ):
```
83
Properties=species:S:1:pos:R:3:lowdin_charge:R:1
As -0.001 -0.252 1.191 1.353
Ti -1.190 2.184 -0.689 0.969
O 0.783 4.170 -1.939 -0.074
O -2.551 4.032 -0.427 0.098
O -2.204 2.122 1.376 -0.235
O 0.824 3.367 2.738 0.051
O -2.933 1.467 -1.377 -0.266
O -4.519 4.653 0.418 0.149
O 0.109 3.219 0.608 -0.132
N -0.284 3.247 -2.100 -0.153
N -0.115 0.427 -0.495 -0.327
N -1.917 1.642 -2.300 -0.217
C -1.702 -6.285 0.652 -0.062
C -1.757 -2.522 1.191 -0.297
C 2.988 0.930 0.059 -0.047
C 1.411 -0.333 -3.793 -0.097
C 3.191 -1.149 3.784 -0.033
C -1.252 -4.851 0.754 -0.277
C 3.004 0.176 1.358 -0.266
C -3.507 2.632 1.233 -0.106
C 4.337 -0.598 3.240 -0.281
C 1.858 -0.432 1.891 -0.282
C 0.205 -0.259 -1.684 -0.380
C -0.134 -2.075 -3.260 -0.098
C 0.052 -4.485 0.470 -0.021
C 1.913 -2.873 0.156 -0.036
C 1.113 0.296 -2.595 -0.065
C 0.487 -3.161 0.548 -0.266
C 0.770 -1.673 3.851 -0.073
C 4.216 0.072 2.031 -0.022
C -1.418 2.771 2.391 -0.095
C -0.258 4.066 -4.480 -0.030
C -0.441 -1.440 -2.067 -0.046
C -1.911 2.419 -3.437 -0.316
C -2.844 2.174 -4.582 -0.050
C -3.461 3.846 0.344 -0.467
C -2.151 -3.850 1.101 -0.027
C -2.802 -1.475 1.498 -0.081
C -0.419 -2.170 0.943 -0.299
C -0.836 3.263 -3.359 -0.311
C 0.805 -1.537 -4.130 -0.125
C 1.957 -1.066 3.142 -0.291
C 5.666 -0.690 3.942 -0.063
C -0.016 3.140 1.886 -0.646
H -3.189 -4.109 1.292 0.111
H -4.402 5.314 -0.284 0.141
H 1.549 1.259 -2.362 0.100
H 2.275 -3.654 -0.515 0.079
H 0.552 3.525 -4.980 0.078
H 0.153 5.004 -4.109 0.066
H -0.860 -6.947 0.453 0.068
H 3.246 -1.648 4.748 0.106
H -1.902 3.704 2.696 0.138
H -0.108 -1.025 3.791 0.052
H -3.283 3.101 -4.961 0.064
H -1.330 2.111 3.252 0.126
H -2.837 -0.721 0.706 0.064
H 1.998 -1.920 -0.363 0.063
H 5.091 0.548 1.598 0.114
H 6.389 -1.251 3.345 0.074
H -2.182 -6.613 1.577 0.074
H -2.428 -6.411 -0.155 0.077
H -2.355 1.669 -5.422 0.069
H 1.005 -1.829 4.905 0.071
H 0.487 -2.634 3.419 0.075
H 3.876 1.558 -0.027 0.080
H -1.027 4.281 -5.223 0.067
H 6.087 0.302 4.116 0.075
H 5.567 -1.190 4.906 0.066
H -0.653 -2.991 -3.522 0.093
H -2.584 -0.949 2.430 0.062
H 2.571 -2.837 1.027 0.082
H -1.217 -1.843 -1.430 0.104
H 0.962 4.090 -0.988 0.058
H -3.984 2.827 2.195 0.145
H 2.983 0.236 -0.784 0.070
H -3.787 -1.937 1.578 0.071
H 2.104 1.558 -0.034 0.054
H 0.759 -5.248 0.157 0.110
H 2.116 0.129 -4.475 0.093
H -4.088 1.898 0.667 0.143
H 1.037 -2.030 -5.066 0.084
H -3.657 1.533 -4.240 0.069
```


Entry from the OMol25 dataset: C3H4O2 in the gas phase (the ωB97M-V functional and the def2-TZVPD basis).

The HOMO energy is -10.27 eV. As for the frontier orbital gap: 11.08 eV. As for the net charge: 0. The value obtained for the relative energy (zero: lowest compared OMol25 entry of this formula, charge and spin) is 51.0 kcal per mole.

Structure (XYZ):
```
9
Properties=species:S:1:pos:R:3:nbo_charge:R:1
O 1.853 0.013 -0.110 -0.495
O -1.428 0.021 -0.205 -0.524
C -0.408 1.093 0.126 -0.173
C 0.642 -0.085 0.108 0.560
C -0.464 -1.058 0.099 -0.186
H -0.419 1.697 -0.749 0.199
H -0.546 1.720 0.898 0.192
H -0.625 -1.543 1.066 0.211
H -0.426 -1.846 -0.689 0.215
```


Entry from the OMol25 dataset: C5H11NO in the gas phase (the ωB97M-V functional and the def2-TZVPD basis).

The HOMO energy is -7.28 eV. As for the frontier orbital gap: 4.13 eV. As for the net charge: 0. The value obtained for the relative energy (zero: lowest compared OMol25 entry of this formula, charge and spin) is 188.4 kcal per mole.

Structure (XYZ):
```
18
Properties=species:S:1:pos:R:3:nbo_charge:R:1
O 0.803 0.883 2.896 -0.673
N 0.591 -0.112 0.842 -0.467
C -1.175 -1.257 -0.924 0.009
C 0.838 2.372 1.045 -0.607
C 0.230 0.966 1.747 0.259
C -0.636 -2.143 -2.094 -0.676
C -0.271 -0.252 -0.506 -0.407
H 0.471 -0.976 1.395 0.373
H -0.876 0.999 1.671 0.131
H -1.485 -1.968 -0.139 0.203
H -1.157 -2.081 -3.059 0.244
H -0.692 0.763 -0.474 0.278
H 0.464 2.447 0.025 0.184
H 0.664 -0.223 -1.090 0.243
H 1.926 2.405 1.140 0.228
H 0.378 -1.802 -2.272 0.223
H 0.537 3.200 1.683 0.222
H -0.611 -3.221 -1.885 0.232
```


Entry from the OMol25 dataset: a gas-phase ion, C9H17N4O3S (charge +1) (the ωB97M-V functional and the def2-TZVPD basis).

The HOMO energy is -13.03 eV. As for the frontier orbital gap: 8.59 eV. As for the net charge: +1. The value obtained for the relative energy (zero: lowest compared OMol25 entry of this formula, charge and spin) is 44.5 kcal per mole.

Structure (XYZ):
```
34
Properties=species:S:1:pos:R:3:nbo_charge:R:1
S -0.962 1.194 -1.421 2.246
O -1.991 1.321 -0.423 -0.947
O -0.792 -0.144 -2.008 -0.933
O 1.296 -1.515 3.326 -0.274
N 0.982 -1.312 0.072 -0.308
N -0.810 -2.388 0.980 -0.283
N 0.220 -0.759 3.436 0.177
N 0.553 1.716 -0.682 -0.706
C -0.005 -1.386 1.127 0.462
C -0.323 -3.066 -0.205 -0.071
C 1.646 0.796 -1.069 -0.263
C 2.043 -0.253 -0.040 -0.219
C -2.106 -2.596 1.701 -0.416
C 0.847 -2.435 -0.647 -0.002
C -1.165 2.496 -2.672 -0.826
C 0.605 3.088 -0.047 -0.398
C -0.238 -0.299 2.123 -0.410
H -0.271 2.517 -3.131 0.228
H 2.224 0.185 0.952 0.231
H -1.309 3.418 -2.104 0.251
H 1.420 2.956 0.597 0.211
H 1.569 -2.618 -1.493 0.265
H -0.971 -3.862 -0.634 0.258
H 0.822 3.788 -0.753 0.199
H 0.315 0.642 1.945 0.281
H -2.753 -3.362 1.190 0.256
H -0.373 3.319 0.617 0.245
H 3.004 -0.726 -0.452 0.244
H 2.525 1.324 -1.393 0.227
H -1.199 0.143 2.118 0.270
H -2.631 -1.627 1.776 0.244
H 1.514 0.205 -2.036 0.252
H -1.908 2.272 -3.406 0.267
H -1.780 -3.034 2.652 0.242
```


Entry from the OMol25 dataset: 2 unconnected molecules or ions with the total composition C4H4F2N2O (the ωB97M-V functional and the def2-TZVPD basis).

The HOMO energy (alpha / beta) is -9.21 / -8.68 eV. As for the frontier orbital gap (alpha / beta): 9.31 / 8.05 eV. As for the net charge: 0. The value obtained for the relative energy (zero: lowest compared OMol25 entry of this formula, charge and spin) is 90.9 kcal per mole.

Structure (XYZ):
```
13
Properties=species:S:1:pos:R:3:nbo_charge:R:1
F -2.823 0.481 0.993 -0.341
F -2.783 1.708 -0.800 -0.289
O -2.836 -0.472 -1.074 -0.680
N 0.922 -0.421 0.969 -0.621
N 1.005 0.635 -1.004 -0.528
C 2.328 0.241 -0.613 -0.112
C -2.470 0.560 -0.305 0.976
C 0.264 0.215 -0.048 0.342
C 2.308 -0.330 0.594 -0.116
H 3.126 -0.895 1.213 0.226
H 0.493 -0.848 1.736 0.415
H -2.755 -1.356 -0.514 0.516
H 3.221 0.481 -1.146 0.213
```


Q: Look up the net charge of the fifth one.
A: +1


Please write out number 6 again, unchanged.
Entry from the OMol25 dataset: 2 unconnected molecules or ions with the total composition C4H4F2N2O (the ωB97M-V functional and the def2-TZVPD basis).

The HOMO energy (alpha / beta) is -9.21 / -8.68 eV. As for the frontier orbital gap (alpha / beta): 9.31 / 8.05 eV. As for the net charge: 0. The value obtained for the relative energy (zero: lowest compared OMol25 entry of this formula, charge and spin) is 90.9 kcal per mole.

Structure (XYZ):
```
13
Properties=species:S:1:pos:R:3:nbo_charge:R:1
F -2.823 0.481 0.993 -0.341
F -2.783 1.708 -0.800 -0.289
O -2.836 -0.472 -1.074 -0.680
N 0.922 -0.421 0.969 -0.621
N 1.005 0.635 -1.004 -0.528
C 2.328 0.241 -0.613 -0.112
C -2.470 0.560 -0.305 0.976
C 0.264 0.215 -0.048 0.342
C 2.308 -0.330 0.594 -0.116
H 3.126 -0.895 1.213 0.226
H 0.493 -0.848 1.736 0.415
H -2.755 -1.356 -0.514 0.516
H 3.221 0.481 -1.146 0.213
```


Q: Which of these has the lowest net charge?
A: C32H39AsN3O7Ti